DFT (ωB97M-V with the def2-TZVPD basis set) results for 2 unconnected molecules or ions with the total composition C2H4F4O.

```
11
C2H4F4O, DFT ωB97M-V with the def2-TZVPD basis set
F -1.33087 -1.66775 -0.70625
C -1.08486 -1.58644 0.61787
C -2.11716 -0.71188 1.31817
F -3.36068 -1.16661 1.05654
F -1.92931 -0.85872 2.62597
F -1.90871 0.55667 0.89776
H -0.99201 -2.55320 1.14910
H -0.09382 -1.09371 0.64001
O 3.98712 3.03035 -2.81500
H 4.01173 2.49513 -1.98966
H 4.81859 3.55618 -2.79451
```

Results
SMILES: FCC(F)(F)F.O
HOMO-LUMO gap (eV): 12.4
Energy relative to the best compared isomer or geometry (same formula, charge and spin) (kJ/mol): 14.27
Calculated total energy (eV): -15056.2113
Total charge: 0
Highest occupied orbital energy (eV): -11.6

DFT (ωB97M-V with the def2-TZVPD basis set) results for 2 unconnected molecules or ions with the total composition C2H4FIO.

```
9
C2H4FIO, DFT ωB97M-V with the def2-TZVPD basis set
C 0.34412 -0.49018 0.45243
C 1.25114 1.08995 -0.92108
O 0.82647 -0.13227 -0.82210
F 1.27503 1.94974 0.06328
I 4.58700 -0.04034 0.26674
H -0.61751 -0.17425 0.55148
H 1.00895 -0.16485 1.34206
H 0.43155 -1.60509 0.36507
H 1.33322 1.32224 -1.92597
```

Results
HOMO-LUMO gap (alpha / beta) (eV): 7.1 / 4.9
Energy relative to the best compared isomer or geometry (same formula, charge and spin) (kJ/mol): 246.62
Calculated total energy (eV): -15001.2088
Total charge: 0
Highest occupied orbital energy (alpha / beta) (eV): -8.1 / -7.4

DFT (ωB97M-V with the def2-TZVPD basis set) results for C2H4FN in the gas phase.

```
8
C2H4FN, DFT ωB97M-V with the def2-TZVPD basis set
F 1.93810 -0.15073 -0.33792
N 0.83130 0.05903 0.57716
C -0.26804 0.75248 -0.14778
C -0.42993 -0.75678 0.14408
H -0.06818 1.32949 -1.03534
H -0.86813 1.32896 0.60008
H -0.98510 -1.11839 0.83171
H -0.15002 -1.44406 -0.63198
```

Results
SMILES: FN1CC1
HOMO-LUMO gap (eV): 11.2
Energy relative to the best compared isomer or geometry (same formula, charge and spin) (kJ/mol): 336.09
Calculated total energy (eV): -6342.5163
Total charge: 0
Highest occupied orbital energy (eV): -10.0

DFT (ωB97M-V with the def2-TZVPD basis set) results for C2H4FN2P in the gas phase.

```
10
C2H4FN2P, DFT ωB97M-V with the def2-TZVPD basis set
F -0.63751 -2.09844 1.70197
P 0.65952 -1.00909 1.31013
N 0.66163 -1.37091 -0.36387
C 0.17622 -0.49015 -1.11784
C -0.16807 0.82001 -0.43659
N -0.12507 0.45985 0.89936
H 0.14966 -0.40664 -2.14863
H 0.48268 1.75992 -0.70492
H -1.28237 1.01486 -0.59078
H 0.08331 1.32058 1.45116
```

Results
SMILES: FP1N=CCN1
HOMO-LUMO gap (eV): 10.0
Energy relative to the best compared isomer or geometry (same formula, charge and spin) (kJ/mol): 14.88
Calculated total energy (eV): -17125.3465
Total charge: 0
Highest occupied orbital energy (eV): -9.6

DFT (ωB97M-V with the def2-TZVPD basis set) results for 2 unconnected molecules or ions with the total composition C2H4FNO2.

```
10
C2H4FNO2, DFT ωB97M-V with the def2-TZVPD basis set
C 1.14397 0.23790 0.28963
C 0.04197 -0.00515 -0.58115
N -1.23814 0.50424 -0.08771
O -1.24374 1.14389 0.96544
O -2.29300 0.18825 -0.67308
F -0.71248 -2.26558 0.06499
H 1.16939 1.26247 0.64452
H 1.95224 0.03459 -0.36377
H 1.09377 -0.42807 1.12775
H 0.08600 -0.67254 -1.38663
```

Results
HOMO-LUMO gap (alpha / beta) (eV): 7.2 / 7.2
Energy relative to the best compared isomer or geometry (same formula, charge and spin) (kJ/mol): 734.29
Calculated total energy (eV): -10433.9281
Total charge: 0
Highest occupied orbital energy (alpha / beta) (eV): -11.1 / -11.1

DFT (ωB97M-V with the def2-TZVPD basis set) results for 4 unconnected molecules or ions with the total composition C2H4FNO2.

```
10
C2H4FNO2, DFT ωB97M-V with the def2-TZVPD basis set
C 3.18973 0.44099 2.36639
C 0.48146 -0.18755 -1.54800
N 0.00174 -0.42579 -0.29836
O 3.37492 1.47202 2.77258
O 2.95539 -0.60700 1.91974
F 1.84597 -0.43402 -1.51471
H -1.39696 -1.84124 -2.15095
H -1.06696 -0.40441 -0.14511
H -0.63414 -1.59103 -2.46197
H 0.57625 -0.72631 0.41874
```

Results
HOMO-LUMO gap (eV): 9.8
Energy relative to the best compared isomer or geometry (same formula, charge and spin) (kJ/mol): 248.10
Calculated total energy (eV): -10438.9671
Total charge: 0
Highest occupied orbital energy (eV): -9.5

DFT (ωB97M-V with the def2-TZVPD basis set) results for a molecular structure, C2H4FNO2.

```
10
C2H4FNO2, DFT ωB97M-V with the def2-TZVPD basis set
C -3.39412 -0.72962 0.11270
C 1.14229 0.81145 -0.56235
N 0.74295 -0.36726 -0.25610
O -4.10762 -1.18237 -0.65861
O -2.69078 -0.29487 0.91178
F 0.06799 1.65190 -0.44224
H 3.47776 1.03471 0.39475
H 1.34612 -1.21207 -0.51615
H 3.62786 0.80738 1.12041
H -0.21245 -0.51925 -0.10418
```

Results
HOMO-LUMO gap (eV): 9.6
Energy relative to the best compared isomer or geometry (same formula, charge and spin) (kJ/mol): 196.84
Calculated total energy (eV): -10439.4984
Total charge: 0
Highest occupied orbital energy (eV): -9.4

DFT (ωB97M-V with the def2-TZVPD basis set) results for 2 unconnected molecules or ions with the total composition C2H4FNO2S.

```
11
C2H4FNO2S, DFT ωB97M-V with the def2-TZVPD basis set
C 0.77626 -2.59380 0.80094
C 1.73736 -2.23854 0.20617
N -1.20782 2.00829 -0.96083
O -0.20167 -0.24152 -1.35290
O -0.53694 0.47341 1.10568
F -0.28541 -2.80005 1.55094
S -0.03881 0.82712 -0.46315
H -0.84378 1.28188 1.56102
H 2.50997 -1.64329 -0.22005
H -1.09566 2.85125 -0.38380
H -0.81350 2.07525 -1.84400
```

Results
HOMO-LUMO gap (eV): 9.8
Energy relative to the best compared isomer or geometry (same formula, charge and spin) (kJ/mol): 353.60
Calculated total energy (eV): -21272.1066
Total charge: 0
Highest occupied orbital energy (eV): -9.5

DFT (ωB97M-V with the def2-TZVPD basis set) results for C2H4FNS in the gas phase.

```
9
C2H4FNS, DFT ωB97M-V with the def2-TZVPD basis set
N 0.33214 1.29702 -0.13549
C 0.60257 -0.01455 -0.06409
S 2.09080 -0.60542 -0.29126
C -0.62947 -0.94516 0.11475
F -1.77639 -0.44019 -0.52670
H 1.14865 1.90442 -0.29831
H -0.53611 1.74332 0.16252
H -0.41956 -1.95409 -0.11098
H -0.81263 -0.98535 1.14957
```

Results
SMILES: NC(=S)CF
HOMO-LUMO gap (eV): 9.3
Energy relative to the best compared isomer or geometry (same formula, charge and spin) (kJ/mol): 35.78
Calculated total energy (eV): -17181.3752
Total charge: 0
Highest occupied orbital energy (eV): -8.7

DFT (ωB97M-V with the def2-TZVPD basis set) results for C2H4FOP in the gas phase.

```
9
C2H4FOP, DFT ωB97M-V with the def2-TZVPD basis set
C -1.21489 -0.13706 -0.23750
C 0.21083 -0.27995 -0.54390
O 0.67744 -1.14560 -1.21033
P 1.26748 1.01648 0.29050
F 2.71829 0.30042 0.35901
H -1.67410 -0.92815 0.42627
H -1.28165 0.65750 0.38458
H -1.73668 -0.10411 -1.17675
H 1.03328 0.62047 1.70812
```

Results
SMILES: CC(=O)PF
HOMO-LUMO gap (eV): 9.9
Energy relative to the best compared isomer or geometry (same formula, charge and spin) (kJ/mol): 11.09
Calculated total energy (eV): -16191.9763
Total charge: 0
Highest occupied orbital energy (eV): -9.3

DFT (ωB97M-V with the def2-TZVPD basis set) results for C2H4FP in the gas phase.

```
8
C2H4FP, DFT ωB97M-V with the def2-TZVPD basis set
H -2.35865 -0.58213 0.08679
P -1.77524 0.65443 0.00179
C -0.36095 -0.22512 0.06200
C 0.97689 0.36883 -0.00721
F -0.52142 -1.59559 -0.00231
H 1.62151 -0.09069 -0.92189
H 1.47445 0.05555 0.84595
H 0.94342 1.41472 -0.06512
```

Results
SMILES: [H]/P=C(/C)F
HOMO-LUMO gap (eV): 9.6
Energy relative to the best compared isomer or geometry (same formula, charge and spin) (kJ/mol): 113.57
Calculated total energy (eV): -14143.1905
Total charge: 0
Highest occupied orbital energy (eV): -9.2

DFT (ωB97M-V with the def2-TZVPD basis set) results for 2 unconnected molecules or ions with the total composition C2H4FPS.

```
9
C2H4FPS, DFT ωB97M-V with the def2-TZVPD basis set
C 3.11223 -0.25248 0.00659
C -0.38502 -0.64638 -0.09023
F 4.04281 -1.06465 -0.31231
P 2.98668 1.36647 0.17152
S 0.64123 -2.08040 0.23664
H -0.09304 -0.18192 -0.99393
H -0.47796 0.10130 0.73883
H -1.41709 -0.93896 -0.15978
H 1.53574 1.50579 -0.16898
```

Results
HOMO-LUMO gap (alpha / beta) (eV): 6.1 / 6.1
Energy relative to the best compared isomer or geometry (same formula, charge and spin) (kJ/mol): 407.87
Calculated total energy (eV): -24974.7326
Total charge: 0
Highest occupied orbital energy (alpha / beta) (eV): -8.4 / -8.4

DFT (ωB97M-V with the def2-TZVPD basis set) results for a molecular structure, C2H4I3N2.

```
11
C2H4I3N2, DFT ωB97M-V with the def2-TZVPD basis set
C 0.05105 -2.39950 0.79453
C -0.26746 0.16726 0.39121
N 0.33855 -3.54141 0.23194
N -0.31737 -1.13005 -0.04700
I 0.52386 -1.93955 2.73932
I 0.17670 -3.95435 -1.85873
I 0.72280 -5.17626 1.35044
H -1.10158 0.79926 0.15807
H 0.69026 0.51343 0.17719
H -0.27170 0.18448 1.60603
H -0.66359 -1.35962 -0.97860
```

Results
HOMO-LUMO gap (eV): 7.5
Energy relative to the best compared isomer or geometry (same formula, charge and spin) (kJ/mol): 119.56
Calculated total energy (eV): -29411.0620
Total charge: +1
Highest occupied orbital energy (eV): -13.5

DFT (ωB97M-V with the def2-TZVPD basis set) results for C2H4I3P in the gas phase.

```
10
C2H4I3P, DFT ωB97M-V with the def2-TZVPD basis set
C 0.10772 0.42744 -0.32226
C 0.06242 -0.93659 -0.83834
P 0.84274 -0.91270 -2.46915
I -0.01714 -2.77998 -3.65830
I -0.04309 1.02447 -3.64066
I 3.31237 -0.76741 -3.16356
H -0.38730 1.04876 -0.97147
H -0.36316 0.47631 0.62317
H 1.04750 0.82761 -0.00684
H 0.49173 -1.61790 -0.17889
```

Results
SMILES: CC=P(I)(I)I
HOMO-LUMO gap (alpha / beta) (eV): 6.4 / 6.4
Energy relative to the best compared isomer or geometry (same formula, charge and spin) (kJ/mol): 29.76
Calculated total energy (eV): -35728.5539
Total charge: 0
Highest occupied orbital energy (alpha / beta) (eV): -8.0 / -8.0

DFT (ωB97M-V with the def2-TZVPD basis set) results for C2H4IN in the gas phase.

```
8
C2H4IN, DFT ωB97M-V with the def2-TZVPD basis set
H 0.24325 -2.20874 -1.04250
N 0.79848 -1.39958 -0.78708
C -0.19373 -0.32983 -0.14189
C 0.26251 0.95510 0.37078
I -2.20535 -0.86539 0.03846
H 1.26467 1.18211 0.02166
H 0.26435 0.92340 1.46472
H -0.43418 1.74294 0.07585
```

Results
SMILES: [H]/N=C(/C)I
HOMO-LUMO gap (eV): 9.2
Energy relative to the best compared isomer or geometry (same formula, charge and spin) (kJ/mol): 192.48
Calculated total energy (eV): -11727.0148
Total charge: 0
Highest occupied orbital energy (eV): -9.3

DFT (ωB97M-V with the def2-TZVPD basis set) results for 2 unconnected molecules or ions with the total composition C2H4IN.

```
8
C2H4IN, DFT ωB97M-V with the def2-TZVPD basis set
C 0.13241 -0.16981 -0.31636
N 0.78700 0.88778 -0.44547
C -0.32405 0.95763 0.46975
H 0.30667 -1.24719 -0.38095
H -1.17776 1.55976 0.31683
H -0.10292 1.15049 1.59601
I -0.33888 -3.81131 -2.65969
H 0.67963 -4.14885 -3.87862
```

Results
SMILES: C1=NC1.I
HOMO-LUMO gap (eV): 10.6
Energy relative to the best compared isomer or geometry (same formula, charge and spin) (kJ/mol): 229.52
Calculated total energy (eV): -11726.6310
Total charge: 0
Highest occupied orbital energy (eV): -10.2

DFT (ωB97M-V with the def2-TZVPD basis set) results for a molecular structure, C2H4IN.

```
8
C2H4IN, DFT ωB97M-V with the def2-TZVPD basis set
C -0.95439 1.07257 -0.01257
C 0.60019 -1.06144 -0.02127
N -1.07082 -0.16314 -0.11327
I 2.40800 0.02777 -0.01792
H -1.74080 1.77053 0.21392
H -0.15114 1.77952 -0.07096
H 0.24148 -1.53930 0.84655
H 0.66748 -1.88652 -0.82447
```

Results
⟨S²⟩: 2.0142
Spin multiplicity: 3
HOMO-LUMO gap (alpha / beta) (eV): 6.3 / 6.7
Energy relative to the best compared isomer or geometry (same formula, charge and spin) (kJ/mol): 334.52
Calculated total energy (eV): -11722.8426
Total charge: 0
Highest occupied orbital energy (alpha / beta) (eV): -5.7 / -9.4

DFT (ωB97M-V with the def2-TZVPD basis set) results for 2 unconnected molecules or ions with the total composition C2H4IN3S.

```
11
C2H4IN3S, DFT ωB97M-V with the def2-TZVPD basis set
C -0.65684 2.66322 -0.10565
C -1.61325 1.92997 -0.04089
N 0.01696 -1.84027 0.33561
N 0.63526 -1.28253 -0.58109
N 1.32660 -0.17273 -0.24423
S -0.87196 -3.21500 0.14962
I -2.76362 0.29557 0.19027
H 0.20614 3.01442 -0.56780
H 0.04678 -1.38207 1.27978
H 1.88587 -0.08360 -1.05094
H 1.78807 0.07302 0.63534
```

Results
HOMO-LUMO gap (alpha / beta) (eV): 8.0 / 8.0
Energy relative to the best compared isomer or geometry (same formula, charge and spin) (kJ/mol): 258.65
Calculated total energy (eV): -25539.4907
Total charge: 0
Highest occupied orbital energy (alpha / beta) (eV): -7.9 / -7.9

DFT (ωB97M-V with the def2-TZVPD basis set) results for 2 unconnected molecules or ions with the total composition C2H4INO.

```
9
C2H4INO, DFT ωB97M-V with the def2-TZVPD basis set
C -0.07436 1.10560 0.44573
C 0.29782 -0.37141 0.28734
N -1.91928 1.72998 -0.61426
O 1.73400 -0.54412 0.48669
I 1.15595 2.47629 1.34541
H -0.04705 -0.66420 -0.76065
H -0.27131 -1.10551 0.98775
H -2.27559 0.82654 -0.85885
H 1.90271 -0.79019 1.40963
```

Results
HOMO-LUMO gap (alpha / beta) (eV): 6.5 / 6.7
Energy relative to the best compared isomer or geometry (same formula, charge and spin) (kJ/mol): 710.78
Calculated total energy (eV): -13769.0546
Total charge: 0
Highest occupied orbital energy (alpha / beta) (eV): -8.2 / -8.3

DFT (ωB97M-V with the def2-TZVPD basis set) results for 2 unconnected molecules or ions with the total composition C2H4INO.

```
9
C2H4INO, DFT ωB97M-V with the def2-TZVPD basis set
C -1.19957 0.24999 -0.21447
C 0.00761 -0.73747 -0.26250
N -1.46559 2.94751 -0.19813
O -0.02586 -1.70407 -1.26025
I -2.61440 -0.47123 -1.53753
H -0.08020 -1.33899 0.67826
H 0.99865 -0.16736 -0.19027
H -1.50710 3.28240 0.82935
H 0.32562 -1.28135 -2.02316
```

Results
HOMO-LUMO gap (alpha / beta) (eV): 7.8 / 7.8
Energy relative to the best compared isomer or geometry (same formula, charge and spin) (kJ/mol): 752.14
Calculated total energy (eV): -13768.6260
Total charge: 0
Highest occupied orbital energy (alpha / beta) (eV): -8.7 / -8.8